(1)
165
Properties=species:S:1:pos:R:3 method="wB97M-V/def2-TZVPD" homo_energy_ev=-9.61 relative_energy_kj_mol=168.8 homo_lumo_gap_ev=4.611 mol_weight_da=1743.68
C 0.109 6.722 -1.062
C 1.606 6.513 -0.981
C 1.907 5.281 -0.117
C 1.571 3.916 -0.759
C 2.344 3.818 -2.091
C 2.044 4.944 -3.140
N 2.080 6.293 -2.410
O 2.069 7.351 -3.163
C 0.610 4.690 -3.695
C 3.126 4.936 -4.190
C 2.397 7.763 -0.375
H -0.231 7.164 -0.124
H -0.549 5.868 -1.210
H -0.191 7.507 -1.757
H 1.445 5.345 0.869
H 2.956 5.216 0.176
H 0.509 3.702 -0.888
H 1.858 3.140 -0.049
H 2.113 2.864 -2.568
H 3.392 3.658 -1.835
H 0.524 3.674 -4.076
H 0.491 5.332 -4.568
H -0.214 4.739 -2.987
H 4.056 5.321 -3.773
H 2.828 5.537 -5.050
H 3.331 3.959 -4.624
H 2.654 8.554 -1.078
H 3.343 7.377 0.005
H 1.970 8.299 0.472
O 0.834 0.565 -2.711
C 0.280 0.111 -1.721
O 0.611 0.191 -0.458
B -0.039 -0.800 0.365
O -0.969 -1.464 -0.568
C -0.940 -0.863 -1.761
O -1.634 -1.092 -2.728
O -0.704 -0.128 1.499
C -0.173 -0.531 2.621
O -0.412 -0.179 3.761
C 0.933 -1.543 2.255
O 0.948 -1.738 0.928
O 1.550 -2.156 3.100
Br -1.307 -5.730 -2.889
C -0.152 -5.997 -1.282
C 0.642 -4.738 -1.061
Br 1.957 -4.925 0.377
H 0.511 -6.801 -1.596
H -0.738 -6.223 -0.394
H -0.065 -3.935 -0.852
H 1.181 -4.419 -1.952
Br 0.136 -3.636 7.827
C 0.179 -2.362 6.337
C 1.581 -1.889 6.171
Br 2.154 -0.811 7.718
H -0.477 -1.563 6.678
H -0.221 -2.865 5.459
H 1.573 -1.246 5.292
H 2.266 -2.722 6.023
Br -5.335 -0.238 -3.715
C -5.639 -2.112 -3.175
C -4.491 -3.027 -3.522
Br -4.780 -4.871 -2.902
H -6.562 -2.472 -3.629
H -5.867 -2.231 -2.116
H -3.540 -2.696 -3.102
H -4.166 -2.972 -4.562
O 1.588 3.056 -6.297
S 0.820 1.865 -6.418
O -0.555 1.845 -5.953
O 0.738 1.502 -8.073
C 1.986 1.688 -8.765
C 1.811 1.475 -10.273
C 1.681 0.394 -5.734
H 2.676 0.926 -8.398
H 2.410 2.675 -8.581
H 2.654 1.515 -10.961
H 1.043 2.106 -10.723
H 1.401 0.466 -10.360
H 2.245 0.627 -4.830
H 2.494 0.001 -6.346
H 0.935 -0.378 -5.562
O -1.309 -0.550 -8.579
S -2.652 -0.984 -8.278
O -3.460 -1.713 -9.236
O -2.546 -1.917 -6.930
C -1.616 -1.578 -5.926
C -1.165 -2.870 -5.296
C -3.631 0.382 -7.513
H -2.165 -1.022 -5.162
H -0.834 -0.933 -6.325
H -0.738 -3.534 -6.048
H -1.829 -3.458 -4.664
H -0.388 -2.619 -4.571
H -2.961 1.166 -7.165
H -4.214 -0.160 -6.771
H -4.307 0.800 -8.258
O -5.500 1.182 5.306
S -4.663 0.550 6.292
O -4.260 1.161 7.551
O -5.332 -0.916 6.567
C -5.027 -1.619 7.779
C -3.596 -2.057 8.011
C -3.101 -0.102 5.544
H -5.653 -2.507 7.688
H -5.439 -1.038 8.605
H -3.249 -2.426 7.046
H -3.491 -2.904 8.687
H -3.091 -1.169 8.390
H -2.827 0.616 4.771
H -3.256 -1.044 5.021
H -2.380 -0.227 6.348
O 5.915 -3.156 8.110
S 6.884 -2.303 7.468
O 8.318 -2.400 7.645
O 6.599 -2.320 5.800
C 5.271 -2.422 5.303
C 5.122 -1.646 3.983
C 6.550 -0.496 7.666
H 4.528 -2.003 5.983
H 4.916 -3.446 5.181
H 4.217 -2.042 3.522
H 5.948 -1.770 3.282
H 5.031 -0.570 4.126
H 7.155 0.085 6.973
H 6.771 -0.296 8.714
H 5.491 -0.327 7.473
O -5.027 -0.559 2.847
S -5.337 -0.402 1.435
O -6.637 -0.753 0.926
O -4.934 1.227 1.120
C -5.606 2.224 1.780
C -6.722 2.751 0.906
C -4.039 -1.183 0.472
H -5.031 3.076 2.154
H -5.926 1.929 2.785
H -6.952 3.723 1.346
H -7.621 2.138 0.862
H -6.350 2.861 -0.113
H -3.034 -0.848 0.722
H -4.171 -1.071 -0.604
H -4.130 -2.242 0.716
C 3.664 0.770 -0.120
C 3.666 1.296 -1.367
C 4.879 2.014 -1.956
O 4.945 2.480 -3.085
C 5.878 2.295 -0.956
C 5.815 1.848 0.309
C 4.824 0.923 0.791
O 4.972 0.286 1.845
H 2.800 0.190 0.171
H 2.773 1.111 -1.950
H 6.784 2.818 -1.230
H 6.637 2.067 0.977
C 0.074 -5.591 3.380
C -0.569 -4.562 2.900
C -1.904 -4.172 3.405
O -2.486 -3.185 2.988
C -2.337 -4.987 4.562
C -1.630 -6.055 5.076
C -0.311 -6.422 4.536
O 0.303 -7.376 5.000
H 0.967 -5.852 2.827
H -0.292 -4.065 1.980
H -3.189 -4.626 5.122
H -1.984 -6.612 5.932



(2)
44
Properties=species:S:1:pos:R:3 method="wB97M-V/def2-TZVPD" multiplicity=2 charge=+1 homo_energy_ev="-11.62 / -11.61" relative_energy_kj_mol=405.1 homo_lumo_gap_ev="8.475 / 3.702" mol_weight_da=381.78
Cu -19.076 4.770 2.905
Br -21.116 3.242 3.277
C -24.149 0.744 3.256
O -24.952 -0.201 2.853
N -23.677 0.750 4.493
N -23.810 1.677 2.387
H -23.859 0.053 5.197
H -22.981 1.452 4.731
H -23.063 2.328 2.661
H -24.149 1.647 1.440
C -20.992 0.905 7.858
C -21.984 2.028 7.579
C -22.620 2.496 8.897
O -23.417 3.626 8.755
C -24.523 3.461 7.902
N -21.261 3.191 7.016
H -20.067 1.342 8.240
H -20.697 0.372 6.951
H -21.331 0.196 8.617
H -22.786 1.693 6.900
H -21.844 2.786 9.602
H -23.212 1.664 9.313
H -25.074 4.392 7.960
H -25.138 2.607 8.208
H -24.200 3.289 6.863
H -21.785 4.037 7.212
H -21.097 3.104 6.020
C -21.234 6.333 5.468
C -20.988 6.858 4.075
C -21.382 8.331 3.959
O -21.458 8.630 2.586
C -21.781 10.005 2.334
N -19.559 6.677 3.687
H -20.612 5.453 5.654
H -22.255 5.993 5.646
H -21.011 7.106 6.207
H -21.542 6.387 3.262
H -20.613 8.969 4.415
H -22.363 8.424 4.438
H -21.815 10.113 1.251
H -20.974 10.649 2.695
H -22.742 10.280 2.764
H -18.925 6.993 4.424
H -19.375 7.366 2.950